Record 1
69
Properties=species:S:1:pos:R:3:nbo_charge:R:1 method="wB97M-V/def2-TZVPD" max_force_ha_per_bohr=0.0124 e_lumo_ev=0.58
Cl -2.17113 7.54170 1.33375 0.01
N -0.19117 -0.75051 -1.31526 -0.46
N 4.55949 3.94806 1.80797 -0.41
N -0.79766 5.43495 1.93429 -0.42
C 1.89272 0.51913 0.52953 -0.41
C -0.13605 4.31969 1.67431 0.05
C 0.90041 -3.29545 -2.35484 -0.40
C 2.56784 2.62518 1.95754 -0.09
C -1.65792 -2.24982 1.75795 -0.16
C -0.57809 -3.08147 -2.03354 -0.23
C -1.32156 6.10075 0.93032 0.17
C 3.58500 3.51518 3.93583 -0.25
C -0.25081 0.68255 -1.62097 -0.21
C 0.42059 -5.63884 -3.09751 -0.40
C -1.22084 5.70272 -0.39774 -0.26
C -1.58073 -1.29439 0.75021 -0.06
C -4.01691 -1.89003 1.97855 -0.22
C 0.37859 0.28630 0.63888 0.00
C 1.28028 -4.76346 -2.19081 -0.39
C 4.55093 4.08697 3.12269 0.03
C -0.20200 1.37638 -0.26385 -0.23
C 1.52606 1.83825 1.24670 0.05
C -3.95476 -0.94122 0.97409 -0.19
C -0.23425 -1.00291 0.12806 -0.03
C 3.59912 3.23932 1.24792 0.04
C -0.52644 4.53747 -0.65491 -0.15
C -1.05950 -5.42551 -2.79516 -0.39
C 0.76336 2.53470 0.08681 -0.24
C -2.86119 -2.54323 2.37176 -0.22
C 2.58006 2.77150 3.34114 -0.17
C -0.96671 -1.60819 -2.18029 -0.19
C 0.03940 3.81030 0.39409 -0.06
C 0.44143 1.00753 1.98621 -0.42
C -2.74666 -0.64238 0.36752 -0.23
C -1.43339 -3.95440 -2.95187 -0.38
H 2.46884 -0.15897 1.15447 0.21
H -1.66846 -6.03605 -3.46540 0.21
H 3.65742 3.15245 0.17074 0.19
H 0.61707 -5.38043 -4.14062 0.19
H 2.33651 -4.90386 -2.43038 0.21
H 1.08852 -2.98540 -3.38527 0.19
H -0.76105 -1.29135 -3.20769 0.20
H -1.66775 6.28697 -1.18525 0.23
H -1.27848 -3.64846 -3.98945 0.19
H 0.85689 0.40157 2.78733 0.22
H 0.27285 3.82853 2.54400 0.20
H 1.45210 2.72826 -0.74120 0.22
H 1.51091 -2.66847 -1.70414 0.22
H -2.49089 -3.81389 -2.71565 0.21
H 3.61628 3.64794 5.00620 0.22
H 0.61233 0.94083 -2.24798 0.19
H -2.72574 0.10148 -0.41400 0.21
H 1.81083 2.31174 3.94554 0.22
H 0.43065 -1.84932 0.34198 0.20
H -0.75992 -2.76838 2.06515 0.20
H -0.41938 4.18312 -1.67042 0.22
H -1.21260 1.64208 0.05560 0.22
H 2.33244 0.57950 -0.46182 0.21
H -0.76787 -3.38936 -1.00012 0.20
H 1.13034 -5.06386 -1.15095 0.19
H -4.85172 -0.42764 0.65905 0.21
H -0.46305 1.51216 2.31886 0.21
H -2.89875 -3.28621 3.15512 0.21
H -1.26926 -5.74293 -1.77095 0.19
H -2.05441 -1.51171 -2.01061 0.17
H 0.68072 -6.69040 -2.95875 0.21
H 5.35598 4.67975 3.53594 0.19
H -1.15877 0.94406 -2.17994 0.19
H -4.96010 -2.12059 2.45123 0.21

Record 2
76
Properties=species:S:1:pos:R:3:lowdin_charge:R:1 method="wB97M-V/def2-TZVPD" total_charge=+1 relative_energy_kcal_mol=11.26 max_force_ha_per_bohr=0.0682 e_lumo_ev=-2.99
Lu -0.47301 -1.04998 0.24258 0.98
Sb 0.70793 0.10688 -2.64784 1.27
Sb -1.42965 1.90331 -0.21921 1.29
S -0.78324 -0.19323 2.72854 0.59
S 1.05344 -2.82187 -0.68050 0.47
F 1.55756 2.71090 5.40651 0.14
F 0.38181 0.88228 5.55316 0.14
F -0.38190 2.54099 4.39367 0.12
O 0.19259 -7.69443 4.08663 0.12
O 0.02797 -5.82908 5.23659 0.15
N 1.34417 0.29702 1.31482 -0.10
C -3.57061 -1.00795 -0.79618 -0.11
C 0.53988 3.20929 -3.23330 -0.24
C 0.80776 5.06346 -1.68414 -0.05
C -2.55834 -3.22082 0.54837 -0.12
C 2.75640 1.68025 3.24003 0.02
C 0.91523 4.06619 -4.25645 -0.06
C -2.56785 -3.19608 -0.84354 -0.12
C 0.82597 -3.42308 2.04893 -0.15
C 3.33079 1.28656 2.05742 -0.03
C 0.15451 -6.36141 4.18565 -0.51
C 2.67755 0.85001 -2.70136 -0.30
C 1.28007 5.36963 -3.99669 -0.06
C 0.44078 2.82672 -0.62961 -0.36
C 0.57909 -4.24205 3.10548 0.00
C -0.06489 1.81532 -3.69232 -0.30
C 0.84198 -3.85872 0.68511 -0.71
C -3.51988 -1.02487 0.60498 -0.14
C 0.77534 0.55344 2.54086 -0.67
C 0.54708 -5.25134 0.53924 -0.10
C 0.74515 1.88374 4.72338 -0.57
C 0.27548 -5.60662 2.90842 -0.12
C 2.56846 0.67331 1.08894 -0.15
C -2.76425 2.84508 -1.57297 -0.29
C 1.27905 5.90239 -2.68102 -0.04
C 0.73839 -1.34121 -4.19223 -0.31
C 1.43505 1.38877 3.44752 -0.11
C -3.14246 -2.15423 -1.52834 -0.06
C 0.56825 3.70152 -1.88316 -0.25
C 0.36375 -6.10550 1.61977 -0.02
C -3.00733 -2.15803 1.30247 -0.14
C -2.22376 3.06443 1.43955 -0.26
H 3.03077 0.40490 0.15491 0.11
H -2.30266 4.09338 1.21275 0.00
H 0.56364 -8.04122 3.23285 0.13
H 0.31930 -7.17567 1.41806 0.12
H -2.25213 -4.07196 -1.34136 0.11
H -1.60019 2.87793 2.29020 -0.03
H -4.01043 -0.19150 -1.35814 0.10
H 1.06604 1.90620 -0.66665 -0.04
H 1.47925 6.89068 -2.42510 0.09
H -2.89661 -2.09449 2.41129 0.12
H 0.82799 -0.84121 -5.16985 0.02
H 3.31678 0.05491 -2.39711 -0.01
H 1.66997 6.04046 -4.77351 0.11
H -2.13970 -4.11323 1.02864 0.12
H 0.64056 -5.59573 -0.46980 0.09
H -3.00797 3.78573 -1.04530 0.02
H -2.28628 3.15885 -2.48264 -0.01
H 3.32290 2.27476 3.94097 0.14
H 2.99516 1.18382 -3.69960 0.04
H -3.28997 -2.23345 -2.59722 0.12
H -1.13711 1.82357 -3.54413 0.02
H -3.81293 -0.17979 1.18861 0.10
H 0.78371 3.36026 0.26564 0.07
H 4.33188 1.58051 1.84758 0.11
H 1.65418 -1.94267 -4.05050 0.02
H -3.65049 2.19261 -1.73194 0.02
H -0.12564 -1.95811 -4.24251 -0.01
H 0.63656 -3.85986 4.10575 0.13
H 0.71292 5.44529 -0.69411 0.10
H 1.22956 -2.43557 2.27443 0.08
H 2.89063 1.71090 -2.08174 0.01
H 0.95107 3.55908 -5.21645 0.11
H -3.20874 2.64979 1.57823 0.01
H 0.07366 1.65981 -4.77202 0.06

Record 3
76
Properties=species:S:1:pos:R:3:lowdin_charge:R:1 method="wB97M-V/def2-TZVPD" total_charge=+1 relative_energy_kcal_mol=0.00 max_force_ha_per_bohr=0.0419 e_lumo_ev=-3.17
Lu 0.80873 1.02762 -0.06792 0.99
Sb 3.06637 -1.21305 -0.61822 1.29
Sb -0.21413 -0.94916 2.51109 1.29
S -0.48542 -0.85478 -1.20832 0.44
S 1.44281 2.40023 -2.21516 0.59
F -0.45812 2.82349 -4.62283 0.16
F -1.57281 4.64909 -4.61504 0.15
F 0.53464 4.68511 -4.17580 0.15
O -6.92506 -0.56363 -2.63441 0.13
O -6.80199 1.59938 -2.12452 0.12
N -0.50502 2.80250 -0.43188 -0.13
C -0.85998 3.84059 -2.53496 -0.12
C 1.53596 2.32123 2.79645 -0.13
C -1.60932 3.42892 0.08243 -0.12
C -4.16532 -0.84713 -2.67961 0.00
C -2.22445 4.41910 -0.61190 -0.02
C -0.58533 3.98736 -3.99861 -0.64
C -2.20931 -0.50644 -1.37022 -0.65
C 3.38290 2.15664 1.22401 -0.13
C 1.48816 3.70332 2.64914 -0.07
C 1.03342 -3.65725 1.44898 -0.28
C 2.78912 -2.10629 -2.50717 -0.30
C -1.86535 4.55753 -1.97151 0.04
C 0.81402 -5.64188 -0.51192 -0.06
C -4.18658 0.76358 -0.88893 -0.03
C -6.26085 0.37388 -2.28020 -0.48
C -2.09689 -1.86859 2.48081 -0.33
C -4.81609 0.16342 -1.96182 -0.14
C -0.21003 -0.70141 4.63687 -0.33
C 2.48983 1.56687 2.11227 -0.24
C 2.09049 -3.83140 0.52939 -0.30
C 1.94175 -4.83769 -0.41397 -0.06
C -2.86501 -1.16083 -2.41151 -0.11
C 3.30641 3.53952 1.07079 -0.06
C -2.90387 0.39607 -0.54815 -0.13
C -0.08704 3.05559 -1.67261 -0.71
C -0.11993 -4.43065 1.35399 -0.05
C 5.10017 -0.61744 -0.73227 -0.32
C -0.22591 -5.40605 0.36965 -0.07
C 2.38827 4.29256 1.79834 -0.07
C 3.34071 -3.02555 0.59629 -0.28
C 1.11200 -2.68794 2.58367 -0.30
H 0.83283 1.83461 3.47086 0.08
H 1.72752 -2.36812 -2.64830 0.00
H -2.28368 -2.27079 1.45755 0.03
H 2.40948 5.39168 1.72437 0.13
H 3.63433 -2.77576 1.57984 0.04
H -0.93540 0.03307 4.93673 0.00
H 0.85553 -3.17364 3.54475 0.08
H 5.21048 0.11235 -1.53281 0.01
H -2.05632 -2.77381 3.08851 0.01
H 4.08975 1.56752 0.66202 0.07
H 0.79958 4.35840 3.21236 0.13
H -4.68689 1.51042 -0.30899 0.11
H 5.70091 -1.52253 -0.94407 0.03
H -4.73784 -1.41293 -3.41328 0.13
H 3.06634 -1.40419 -3.29363 0.02
H -2.85407 -1.21878 2.84175 0.00
H 5.42252 -0.20454 0.22584 0.00
H 0.73359 -0.42067 5.12697 0.02
H -2.31977 -1.86784 -3.04908 0.12
H -1.92119 3.15788 1.07306 0.11
H -0.94871 -4.25684 2.05322 0.10
H -0.50192 -1.64224 5.09592 0.01
H 2.54642 0.48759 2.29448 0.08
H -3.01535 5.02736 -0.24143 0.11
H -6.14371 2.26462 -1.82732 0.12
H -2.42442 5.25468 -2.55626 0.13
H 3.40473 -2.99946 -2.50740 0.01
H -1.15513 -5.98062 0.31112 0.11
H 0.68695 -6.42664 -1.23653 0.11
H 3.98438 4.07973 0.41537 0.12
H 4.13859 -3.61450 0.11337 0.08
H 2.07502 -2.20460 2.69940 0.03
H -2.48682 0.84959 0.32543 0.06
H 2.74029 -5.03743 -1.12855 0.11